The following is a quantum chemistry calculation of a cluster of 15 separate species, C37H110N6O15 in total in a non-equilibrium geometry, from the OMol25 dataset.

```
168
Properties=species:S:1:pos:R:3:lowdin_charge:R:1
O 3.50 -11.17 -5.91 -0.08
O 7.04 -1.36 9.44 -0.19
O -5.27 -6.95 6.67 -0.20
O 7.25 2.72 1.10 -0.19
O -0.79 -0.43 0.40 -0.16
O -1.42 7.96 -3.67 -0.20
O -8.38 -1.46 -11.38 -0.19
O -3.17 6.68 5.51 -0.08
O 8.46 -1.99 -8.70 -0.07
O -7.40 3.21 -2.51 -0.13
O 5.56 -7.74 2.88 -0.08
O 4.83 6.42 7.45 -0.12
O 0.51 0.78 -8.92 -0.13
O -4.24 1.37 9.11 -0.12
O -8.40 -1.72 0.78 -0.12
N 5.85 0.97 10.38 0.04
N -6.82 -2.97 -8.38 0.02
N -2.38 -0.20 -2.85 0.02
N -0.20 6.38 -5.69 0.04
N 8.72 5.63 2.72 0.02
N -4.45 -3.67 5.43 0.01
C -0.03 7.73 -3.65 -0.24
C -0.17 0.48 1.25 -0.14
C -0.78 -1.71 -2.15 -0.08
C -1.28 0.24 -0.73 -0.22
C 7.77 -1.86 8.26 -0.09
C -1.85 -0.80 -1.65 -0.46
C 7.35 1.30 1.19 -0.10
C 3.64 0.19 9.87 -0.06
C 1.65 5.92 -4.23 -0.06
C 5.07 -0.19 10.20 -0.48
C -2.96 -5.34 6.18 -0.07
C 2.69 -8.98 -6.10 -0.10
C -8.84 -1.66 -8.38 -0.07
C -7.32 -1.79 -10.49 -0.19
C 6.09 -7.35 1.68 -0.35
C -1.85 9.15 -3.08 -0.11
C 7.23 -2.77 -6.84 -0.11
C 3.56 6.67 6.87 -0.18
C -9.20 -2.85 0.41 -0.17
C 5.69 -1.02 9.10 -0.23
C -7.87 -1.05 -12.64 -0.12
C 2.30 -10.41 -5.83 -0.33
C -4.96 8.20 5.20 -0.10
C 8.79 5.26 0.31 -0.05
C 7.25 -1.78 -8.00 -0.33
C -4.37 -5.10 5.59 -0.42
C -5.50 -5.58 6.58 -0.19
C -7.35 4.64 -2.21 -0.14
C -6.40 -7.77 6.74 -0.12
C 4.88 -6.85 0.88 -0.09
C 8.10 4.86 1.64 -0.46
C 8.09 3.40 2.01 -0.22
C 0.06 0.86 -10.29 -0.16
C -7.89 -2.55 -9.25 -0.42
C 0.17 6.39 -4.27 -0.44
C -4.53 1.13 10.45 -0.19
C -4.05 7.19 4.53 -0.33
H -10.02 -2.52 -0.23 0.07
H 7.64 3.33 3.00 0.12
H 1.84 -8.30 -6.01 0.07
H -7.23 -3.62 -7.73 0.07
H 2.85 7.15 7.55 0.08
H 7.25 -3.79 -7.22 0.07
H -0.40 0.65 -1.23 0.12
H -7.09 -7.61 5.92 0.08
H 3.36 -8.63 -5.32 0.07
H -8.64 -3.58 -0.17 0.07
H -8.36 -0.92 -7.74 0.07
H 0.37 7.16 -6.00 0.06
H 3.45 -11.88 -5.25 0.08
H 0.52 1.16 0.75 0.09
H 9.15 -1.74 -8.08 0.08
H 0.48 0.05 2.02 0.08
H 3.11 -8.85 -7.10 0.08
H 0.38 7.79 -2.64 0.13
H 4.24 -6.18 1.45 0.08
H 3.51 0.81 8.98 0.08
H 9.10 2.99 2.03 0.13
H -3.40 5.81 5.85 0.08
H -4.01 0.57 8.63 0.08
H 7.98 -1.10 7.51 0.08
H 6.68 0.84 0.45 0.08
H -1.60 0.00 -3.46 0.07
H -5.61 8.68 4.47 0.07
H 8.66 6.32 0.10 0.07
H -1.42 9.92 -3.72 0.09
H 5.00 -0.75 11.14 0.14
H -2.89 9.29 -3.38 0.09
H -6.29 -3.64 -8.92 0.07
H -6.53 -2.36 -10.98 0.11
H -5.26 -5.17 7.56 0.13
H 5.20 7.21 7.84 0.07
H -5.61 7.67 5.89 0.07
H 8.77 -2.19 8.53 0.08
H 6.37 -2.70 -6.17 0.07
H 1.88 -10.46 -4.82 0.11
H -2.04 -5.23 5.61 0.07
H 0.51 0.08 -10.91 0.07
H -1.94 1.10 -0.57 0.13
H -0.53 5.69 -3.79 0.14
H 1.70 4.85 -4.41 0.07
H 5.78 1.66 9.65 0.08
H -9.38 -2.30 -7.69 0.06
H 2.32 6.39 -4.96 0.07
H -3.52 7.70 3.73 0.10
H 9.85 5.05 0.44 0.08
H -4.58 0.05 10.63 0.08
H -6.95 -7.67 7.68 0.09
H 4.31 -7.69 0.49 0.07
H -7.53 -0.02 -12.63 0.09
H 7.13 -0.79 -7.58 0.10
H -0.42 -2.42 -1.40 0.08
H 7.31 -2.68 7.72 0.08
H -1.25 -2.34 -2.91 0.08
H 7.09 5.26 1.58 0.13
H -9.64 -3.39 1.24 0.07
H 6.54 -8.22 1.19 0.11
H -9.67 -1.17 -8.90 0.07
H 8.32 1.01 0.79 0.08
H -1.72 9.22 -2.00 0.09
H -0.81 1.07 1.91 0.09
H 0.42 1.79 -10.74 0.07
H -2.82 -4.70 7.05 0.08
H 5.14 -1.96 9.04 0.12
H -3.73 -3.27 4.85 0.07
H -5.26 -3.38 4.90 0.07
H -6.16 -8.83 6.63 0.09
H -8.61 -0.96 -13.43 0.08
H -6.55 2.86 -2.77 0.07
H 0.36 1.69 -8.64 0.06
H -6.88 -0.84 -10.19 0.13
H -5.38 1.61 10.94 0.08
H 8.62 6.62 2.52 0.07
H -7.16 5.22 -3.11 0.07
H -8.52 -3.40 -9.52 0.13
H -7.19 -1.80 -13.04 0.09
H 3.62 7.26 5.95 0.07
H 5.04 -8.53 2.71 0.09
H 5.23 -6.31 0.00 0.06
H 0.57 8.44 -4.23 0.13
H -1.09 6.86 -5.64 0.06
H -2.87 -0.89 -3.41 0.07
H 7.09 0.83 2.14 0.09
H 8.34 4.64 -0.46 0.07
H 3.06 -0.72 9.71 0.08
H -8.50 -1.09 0.06 0.07
H -1.02 0.76 -10.38 0.07
H 8.18 5.47 3.56 0.06
H 2.07 6.07 -3.23 0.07
H -2.89 -6.39 6.50 0.07
H 3.16 5.71 6.57 0.08
H -2.67 -1.36 -1.19 0.15
H -4.32 8.91 5.72 0.08
H -6.49 -5.32 6.20 0.12
H -4.62 6.38 4.07 0.11
H 6.37 -2.00 -8.62 0.11
H 1.55 -10.79 -6.52 0.10
H -3.65 1.47 10.98 0.07
H 5.62 -0.58 8.11 0.13
H 6.80 0.64 10.46 0.07
H 8.09 -2.67 -6.18 0.07
H -4.49 -5.63 4.65 0.13
H 3.27 0.74 10.73 0.08
H 6.82 -6.57 1.88 0.11
H -6.54 4.95 -1.54 0.07
H 0.04 -1.22 -2.68 0.09
H -8.31 4.95 -1.80 0.08
```

Summary:
HOMO level ... -8.8 eV
ΔE to the lowest compared entry with this formula, charge and spin ... 0.00 kcal/mol
Energy ... -79795.0967 eV
Multiplicity ... 1
F_max ... 0.052 hartree/bohr
HOMO-LUMO gap ... 9.18 eV